(1)
Below is a molecular structure, C44H47N6O3P2PdS2Se at a distorted geometry, with properties calculated with ωB97M-V/def2-TZVPD.

Its charge is -1. The value obtained for the LUMO energy is 1.603 eV. The HOMO-LUMO gap comes out at 0.2052 hartree. The calculation puts the relative energy (zero: lowest compared OMol25 entry of this formula, charge and spin) at 0.0 kcal/mol. Its spin multiplicity is 1.

Last column: Mulliken charge in e.
Atoms and positions in Å:
Pd  0.974  1.020  1.139  -0.91
C  1.848  4.282  0.736  -1.37
N  2.613  3.775  -0.410  0.73
C  3.707  2.821  -0.212  -2.26
P  3.157  1.173  0.447  1.52
C  4.317  0.814  1.772  0.57
C  5.570  1.587  1.819  -0.38
C  6.273  1.488  3.012  -0.81
C  5.839  0.733  4.121  -0.63
C  4.673  0.007  4.043  -0.49
C  3.882  0.068  2.882  -0.23
C  3.519  -0.023  -0.904  0.26
C  2.510  -0.584  -1.675  -0.07
C  2.844  -1.323  -2.862  -0.76
C  4.133  -1.586  -3.170  -0.67
C  5.148  -1.128  -2.300  -0.61
C  4.870  -0.418  -1.123  -0.54
C  2.838  4.638  -1.524  0.54
C  1.813  5.493  -2.074  -0.01
C  1.989  6.195  -3.270  -0.94
C  3.113  5.924  -3.994  -0.28
C  4.193  5.191  -3.501  -0.83
C  4.106  4.686  -2.233  -0.49
P  0.355  3.180  0.916  0.40
C  -0.667  3.716  2.331  0.80
C  -1.976  3.324  2.277  -0.53
C  -2.782  3.497  3.432  -0.62
C  -2.358  4.351  4.456  -0.59
C  -1.127  4.938  4.358  -0.52
C  -0.214  4.546  3.374  -0.38
C  -0.473  3.495  -0.634  0.11
C  -0.377  2.620  -1.695  -0.13
C  -1.095  2.769  -2.855  -0.58
C  -2.056  3.795  -2.933  -0.59
C  -2.198  4.682  -1.863  -0.77
C  -1.397  4.553  -0.711  0.26
H  1.546  5.333  0.479  0.52
H  2.414  4.236  1.655  0.47
H  4.494  3.234  0.446  0.30
H  4.101  2.614  -1.187  1.19
H  5.826  2.147  0.904  0.46
H  7.209  2.009  3.084  0.36
H  6.438  0.633  4.989  0.41
H  4.362  -0.671  4.861  0.34
H  2.880  -0.416  2.836  0.16
H  1.451  -0.619  -1.326  0.15
H  1.990  -1.679  -3.445  0.42
H  4.323  -2.088  -4.063  0.48
H  6.173  -1.428  -2.465  0.36
H  5.629  -0.120  -0.444  0.45
H  0.853  5.664  -1.592  0.22
H  1.286  6.977  -3.621  0.36
H  3.189  6.478  -4.942  0.29
H  5.123  5.083  -4.022  0.40
H  4.931  4.220  -1.777  0.58
H  -2.346  2.812  1.379  0.53
H  -3.792  3.032  3.477  0.36
H  -3.030  4.598  5.248  0.41
H  -0.756  5.777  4.878  0.40
H  0.825  4.901  3.368  0.32
H  0.305  1.746  -1.623  0.17
H  -0.945  2.151  -3.716  0.47
H  -2.611  3.982  -3.868  0.37
H  -3.093  5.311  -1.817  0.38
H  -1.547  5.163  0.216  0.38
N  -1.376  -0.739  3.287  -0.48
C  -0.379  -1.418  2.677  0.48
N  0.347  -2.320  3.351  -0.38
S  -0.039  -1.170  1.008  -0.34
H  -1.235  -0.581  4.287  0.25
H  -1.703  0.074  2.780  0.15
H  0.252  -2.418  4.362  0.19
H  1.057  -2.852  2.836  0.25
N  -5.112  -0.533  0.247  -0.43
C  -5.566  -1.811  0.050  0.94
C  -6.073  -2.201  -1.257  -0.50
C  -6.410  -3.483  -1.497  -0.66
C  -6.134  -4.472  -0.575  0.22
C  -5.719  -4.155  0.751  -0.62
C  -5.352  -2.844  1.019  -0.52
S  -6.454  -6.092  -1.112  1.30
O  -5.882  -6.889  -0.005  -0.77
O  -5.616  -6.264  -2.324  -0.66
O  -7.857  -6.306  -1.482  -0.76
H  -5.275  0.167  -0.491  0.19
H  -5.098  -0.209  1.190  0.21
H  -6.211  -1.435  -2.042  0.19
H  -6.866  -3.858  -2.459  0.27
H  -5.704  -4.918  1.539  0.45
H  -4.690  -2.639  1.870  0.24
C  0.439  -7.880  0.218  -0.87
N  -0.802  -7.459  -0.551  0.22
C  -2.127  -7.596  -0.181  -0.87
C  -2.935  -6.760  -0.925  -0.05
N  -2.032  -6.059  -1.680  0.29
C  -2.449  -4.968  -2.576  -0.92
C  -0.729  -6.425  -1.475  -0.18
Se  0.658  -5.849  -2.461  -0.36
H  1.282  -7.222  -0.072  0.29
H  0.714  -8.902  0.000  0.28
H  0.233  -7.696  1.301  0.32
H  -2.363  -8.418  0.499  0.46
H  -4.012  -6.560  -0.729  0.38
H  -2.106  -5.300  -3.567  0.38
H  -1.905  -4.048  -2.296  0.30
H  -3.561  -4.874  -2.601  0.25

(2)
Below is a molecular structure, C44H48BrHfN3O8S3Si at a distorted geometry, with properties calculated with ωB97M-V/def2-TZVPD.

Its charge is 0. The value obtained for the LUMO energy is -0.791 eV. The HOMO-LUMO gap comes out at 0.2611 hartree. The calculation puts the relative energy (zero: lowest compared OMol25 entry of this formula, charge and spin) at 28.4 kcal/mol. Its spin multiplicity is 1.

Last column: Mulliken charge in e.
Atoms and positions in Å:
Hf  -0.884  -0.540  -0.760  0.36
S  -2.717  4.457  -1.436  0.48
C  -3.501  5.978  -1.386  -0.74
C  -3.409  6.568  -0.162  -0.82
C  -2.697  5.786  0.759  -0.83
C  -2.239  4.605  0.223  0.74
C  -1.509  3.547  0.872  0.72
C  -1.011  2.457  0.122  -0.88
N  -0.451  1.393  0.655  0.54
C  -0.255  1.354  1.987  -0.21
C  -0.625  2.438  2.819  0.68
C  -0.331  2.394  4.212  -1.02
C  0.268  1.315  4.764  -1.11
C  0.592  0.175  3.971  0.57
C  1.174  -0.972  4.521  -0.88
C  1.455  -2.062  3.713  0.40
C  1.083  -1.963  2.354  -1.53
N  0.566  -0.892  1.801  1.18
C  0.330  0.184  2.578  -0.58
C  2.131  -3.229  4.233  0.42
C  2.696  -4.274  3.551  -0.17
C  3.326  -5.211  4.392  -0.87
C  3.240  -4.881  5.706  -0.35
S  2.395  -3.412  5.948  -0.22
C  -1.292  3.523  2.241  -1.17
H  -3.979  6.364  -2.265  0.46
H  -3.837  7.527  0.072  0.45
H  -2.529  6.086  1.776  0.44
H  -1.061  2.476  -0.964  0.34
H  -0.598  3.248  4.816  0.47
H  0.499  1.288  5.820  0.47
H  1.409  -1.005  5.576  0.46
H  1.227  -2.812  1.698  0.81
H  2.677  -4.363  2.480  0.45
H  3.824  -6.098  4.042  0.42
H  3.621  -5.413  6.557  0.45
H  -1.639  4.327  2.874  0.38
Br  2.326  0.389  -0.277  0.07
C  2.832  -1.467  -0.069  0.67
C  4.021  -1.742  0.549  -0.70
C  4.471  -3.067  0.650  -0.65
C  3.754  -4.062  0.052  -0.88
C  2.531  -3.791  -0.601  1.75
C  1.832  -4.822  -1.258  -1.46
C  0.662  -4.534  -1.902  -1.04
C  0.088  -3.257  -1.788  0.19
C  0.667  -2.188  -1.108  1.36
C  1.983  -2.466  -0.604  -0.74
H  4.620  -0.938  0.937  0.53
H  5.389  -3.283  1.178  0.45
H  4.114  -5.082  0.053  0.42
H  2.239  -5.825  -1.243  0.39
H  0.146  -5.299  -2.466  0.51
H  -0.878  -3.115  -2.250  -0.50
O  -4.375  1.739  0.252  -0.67
C  -3.553  1.097  -0.292  0.83
N  -2.714  0.522  -0.894  -0.26
C  -1.539  2.490  -6.273  -1.59
C  -1.780  2.858  -4.806  1.89
C  -3.159  3.527  -4.673  -1.77
C  -0.661  3.796  -4.350  -1.26
O  -1.814  1.713  -3.967  0.39
Si  -0.736  0.580  -3.531  -1.45
O  -0.067  0.708  -2.095  0.26
O  0.286  0.498  -4.803  0.57
C  1.602  0.021  -5.042  2.02
C  2.286  -0.461  -3.768  -1.98
C  1.500  -1.138  -6.040  -1.81
C  2.400  1.187  -5.639  -1.85
O  -1.584  -0.839  -3.249  1.39
C  -2.690  -1.362  -4.004  1.70
C  -2.864  -0.632  -5.337  -1.62
C  -2.416  -2.846  -4.293  -1.98
C  -3.961  -1.219  -3.163  -1.64
H  -1.427  3.405  -6.848  0.55
H  -2.370  1.921  -6.678  0.32
H  -0.639  1.893  -6.353  -0.01
H  -3.079  4.602  -4.810  0.42
H  -3.567  3.319  -3.688  0.26
H  -3.852  3.135  -5.414  0.39
H  -0.644  4.686  -4.971  0.64
H  0.286  3.275  -4.442  -0.04
H  -0.802  4.077  -3.312  0.17
H  1.621  -1.137  -3.235  0.26
H  2.504  0.388  -3.129  0.31
H  3.218  -0.967  -4.011  0.63
H  0.894  -1.927  -5.604  0.23
H  2.488  -1.529  -6.262  0.47
H  1.041  -0.806  -6.968  0.36
H  2.457  1.990  -4.910  0.36
H  1.918  1.568  -6.536  0.35
H  3.406  0.860  -5.887  0.46
H  -1.902  -0.557  -5.835  0.32
H  -3.240  0.368  -5.160  0.21
H  -3.567  -1.163  -5.976  0.56
H  -1.414  -2.959  -4.703  0.26
H  -3.138  -3.219  -5.015  0.51
H  -2.510  -3.440  -3.387  0.36
H  -4.158  -0.170  -2.960  0.14
H  -3.845  -1.722  -2.205  0.21
H  -4.805  -1.646  -3.700  0.51
C  -2.294  -3.358  1.870  -0.84
S  -2.716  -1.972  0.774  1.18
O  -2.166  -2.315  -0.551  -0.83
O  -4.129  -1.801  0.836  -0.69
O  -1.888  -0.858  1.261  -0.67
H  -2.617  -4.292  1.429  0.41
H  -2.800  -3.180  2.811  0.39
H  -1.221  -3.352  2.005  0.04

(3)
Below is a molecular structure, C44H48ClMoN4SbSeSi at a distorted geometry, with properties calculated with ωB97M-V/def2-TZVPD.

Its charge is 0. The expectation value of S² is 2.0384. The value obtained for the LUMO energy (alpha / beta) is -0.366 / -0.369 eV. The HOMO-LUMO gap (alpha / beta) comes out at 0.2333 / 0.2683 hartree. Its spin multiplicity is 3.

Last column: Mulliken spin population.
Atoms and positions in Å:
Mo  -0.281  1.937  0.020  2.08
C  -6.607  0.932  -2.065  0.00
C  -5.506  0.150  -1.365  0.00
C  -5.133  -1.168  -1.757  0.00
C  -4.195  -1.809  -0.978  0.00
C  -3.721  -1.246  0.225  0.01
C  -4.116  0.035  0.487  0.00
N  -4.981  0.697  -0.279  0.00
Sb  -3.581  1.258  2.230  0.01
C  -1.439  0.981  2.759  -0.01
C  -1.263  0.204  3.855  -0.01
C  -0.110  0.365  4.549  0.00
C  0.873  1.260  4.208  0.00
C  0.782  1.853  2.971  0.05
C  1.877  2.688  2.435  -0.01
N  -0.391  1.666  2.265  0.04
C  -3.559  3.112  1.194  -0.06
C  -4.326  4.134  1.705  0.00
C  -4.530  5.275  0.984  0.00
C  -4.094  5.357  -0.303  0.01
C  -3.458  4.255  -0.832  0.00
C  -3.091  4.240  -2.279  0.01
N  -3.111  3.173  -0.077  0.02
H  -7.516  0.906  -1.489  0.00
H  -6.729  0.526  -3.112  0.00
H  -6.231  1.901  -2.078  0.00
H  -5.596  -1.546  -2.665  0.00
H  -3.831  -2.831  -1.282  0.00
H  -3.071  -1.742  0.921  0.00
H  -2.041  -0.487  4.273  0.00
H  0.082  -0.116  5.524  0.00
H  1.715  1.434  4.864  0.00
H  2.668  1.978  2.170  0.00
H  2.184  3.404  3.221  0.00
H  1.495  3.294  1.576  -0.01
H  -4.744  3.993  2.662  0.00
H  -5.074  6.042  1.463  0.00
H  -4.385  6.079  -1.017  0.00
H  -3.128  5.169  -2.748  0.00
H  -3.665  3.518  -2.872  0.00
H  -2.058  3.888  -2.297  0.00
C  1.626  0.966  -0.241  0.01
Si  2.546  -0.441  0.468  -0.07
C  1.674  -1.589  1.662  0.01
N  0.207  -1.732  1.499  -0.01
C  -0.325  -2.636  2.496  0.00
C  0.199  -4.072  2.457  0.00
C  0.273  -4.569  0.996  0.00
C  -0.647  -3.727  0.133  0.00
C  -0.177  -2.210  0.143  0.00
C  3.230  -1.463  -0.970  0.01
C  3.769  -0.799  -2.094  0.00
C  4.233  -1.485  -3.171  0.00
C  4.328  -2.861  -3.102  0.00
C  3.815  -3.551  -2.029  0.00
C  3.290  -2.858  -0.941  0.00
C  4.120  0.097  1.375  0.00
C  4.790  -0.701  2.374  0.00
C  6.010  -0.343  2.946  0.00
C  6.634  0.855  2.522  0.00
C  6.090  1.607  1.454  0.00
C  4.830  1.240  0.950  0.00
H  1.562  0.627  -1.281  -0.07
H  2.303  1.838  -0.219  -0.01
H  1.736  -1.119  2.636  0.00
H  2.204  -2.546  1.498  0.00
H  -1.425  -2.699  2.498  0.00
H  -0.063  -2.155  3.466  0.00
H  -0.425  -4.713  3.067  0.00
H  1.158  -4.190  2.911  0.00
H  -0.050  -5.673  1.010  0.00
H  1.313  -4.499  0.574  0.00
H  -1.695  -3.808  0.426  0.00
H  -0.616  -4.191  -0.862  0.00
H  -1.005  -1.571  -0.132  0.02
H  0.639  -2.121  -0.617  0.00
H  3.746  0.268  -2.167  0.00
H  4.641  -0.919  -4.031  0.00
H  4.690  -3.422  -3.950  0.00
H  3.858  -4.687  -2.018  0.00
H  2.865  -3.350  -0.068  0.00
H  4.261  -1.626  2.839  0.00
H  6.585  -0.944  3.675  0.00
H  7.526  1.284  2.927  0.00
H  6.535  2.465  1.096  0.00
H  4.396  1.843  0.169  0.00
Cl  1.720  -1.448  -6.283  0.00
C  0.941  -0.849  -4.818  0.00
C  1.053  0.518  -4.491  0.01
C  0.348  0.966  -3.370  -0.01
C  -0.479  0.150  -2.612  0.08
C  -1.310  0.798  -1.570  0.00
C  -0.639  -1.207  -3.059  -0.01
C  0.125  -1.699  -4.124  0.00
H  1.656  1.104  -5.113  0.00
H  0.349  1.997  -3.041  0.01
H  -2.018  0.038  -1.185  -0.07
H  -1.873  1.530  -2.139  -0.01
H  -1.332  -1.856  -2.525  0.00
H  0.020  -2.745  -4.454  0.00
Se  0.067  4.124  -0.654  -0.03

Number 1: energy -6267.53020 a.u.. Number 2: energy -6578.19203 a.u.. Number 3: energy -5383.90466 a.u..